[1]
Entry from OMol25: a cluster of 2 separate species, C3H7NOS in total (the ωB97M-V functional and the def2-TZVPD basis).

## Properties
Energy ... -646.41785 a.u.
Relative energy (zero: lowest compared OMol25 entry of this formula, charge and spin) ... 87.0 kcal/mol
HOMO energy (alpha / beta) ... -4.643 / -9.736 eV

Geometry as ORCA input:
```
! RIJCOSX wB97M-V def2-TZVPD def2/J DEFGRID3
* xyz 0 3
C -1.85867 -0.27345 -0.76562
C -1.44726 -1.36615 -0.94046
C -2.13066 1.11900 -0.39874
N 2.58229 -0.10143 1.48009
O 1.51277 0.02397 -0.76626
S 1.12691 -0.47393 0.78185
H 1.99350 -0.66238 -1.32766
H -1.02978 -2.31758 -1.05076
H -3.09986 1.46194 -0.53638
H -1.90532 1.14713 0.76446
H -1.58775 1.81531 -1.08197
H 2.73719 0.54272 2.23289
H 3.10664 -0.91514 1.60856
*
```



[2]
Entry from OMol25: the molecule C3H7NOS2 (the ωB97M-V functional and the def2-TZVPD basis).

## Properties
Energy ... -1044.67516 a.u.
Relative energy (zero: lowest compared OMol25 entry of this formula, charge and spin) ... 142.6 kcal/mol
HOMO energy (alpha / beta) ... -8.515 / -8.146 eV

Geometry as ORCA input:
```
! RIJCOSX wB97M-V def2-TZVPD def2/J DEFGRID3
* xyz 0 1
C 0.50467 -0.40557 -1.17966
C -0.82066 -0.92383 -0.51462
C -1.06307 1.07711 1.27827
N 1.45237 -0.20013 -0.15598
O -1.51415 1.68683 -1.02051
S 2.28158 1.20089 -0.12382
S -1.89729 0.58264 -0.07199
H 0.85281 -1.14155 -1.98011
H 0.23896 0.40996 -1.89895
H -1.22888 -1.55152 -1.27574
H -0.56390 -1.58478 0.41832
H -1.35759 0.52971 2.09001
H -0.87250 2.04880 1.54791
H 2.83458 0.78882 1.06684
*
```



[3]
Entry from OMol25: the molecule C3H7NOS2 (the ωB97M-V functional and the def2-TZVPD basis).

## Properties
Energy ... -1044.87282 a.u.
Relative energy (zero: lowest compared OMol25 entry of this formula, charge and spin) ... 18.5 kcal/mol
HOMO energy ... -9.431 eV
Structure (SMILES) ... O=CNCCSS

Geometry as ORCA input:
```
! RIJCOSX wB97M-V def2-TZVPD def2/J DEFGRID3
* xyz 0 1
S -0.54770 -0.21824 2.39662
S -1.58894 -0.68387 0.77132
C -0.46622 -1.29482 -0.54470
C 0.92401 -0.67651 -0.60747
N 1.06830 0.23469 -1.75278
C 1.42716 1.53458 -1.63633
O 1.76795 2.19854 -2.59253
H -0.12216 1.04105 2.17701
H -0.42026 -2.37639 -0.46617
H -1.06926 -1.07467 -1.42103
H 1.76130 -1.35256 -0.69123
H 1.02030 -0.06870 0.29017
H 0.88425 -0.18268 -2.65039
H 1.38526 1.90213 -0.61317
*
```



[4]
Entry from OMol25: the molecule C3H7NS (the ωB97M-V functional and the def2-TZVPD basis).

## Properties
Energy ... -571.16855 a.u.
Relative energy (zero: lowest compared OMol25 entry of this formula, charge and spin) ... 69.4 kcal/mol
HOMO energy (alpha / beta) ... -4.412 / -9.861 eV

Geometry as ORCA input:
```
! RIJCOSX wB97M-V def2-TZVPD def2/J DEFGRID3
* xyz 0 3
C 1.32602 -0.09278 0.14402
C 0.34433 1.08695 0.15522
C -0.03722 -1.29980 0.18844
N -2.18149 0.06598 -0.63351
S -1.22695 0.00215 0.60296
H 1.96876 -0.02698 -0.82266
H 1.88410 -0.15774 0.95845
H 0.57939 1.90364 0.68086
H 0.19656 1.46529 -0.80509
H -0.09012 -1.66087 -0.73701
H 0.22032 -1.93426 0.91280
H -2.98369 0.64843 -0.64448
*
```



[5]
Entry from OMol25: a structure of composition C3H7NS2 (the ωB97M-V functional and the def2-TZVPD basis).

## Properties
Energy ... -969.44431 a.u.
Relative energy (zero: lowest compared OMol25 entry of this formula, charge and spin) ... 121.1 kcal/mol
HOMO energy ... -7.462 eV

Geometry as ORCA input:
```
! RIJCOSX wB97M-V def2-TZVPD def2/J DEFGRID3
* xyz 0 1
C -1.64737 0.07863 -0.13988
C 1.28707 0.94733 0.35266
C 1.92760 -0.24318 -0.28113
H -1.82720 -1.93547 -0.35672
H -3.10003 -1.19708 0.56626
H -2.18706 0.89922 0.33469
H 0.54888 0.61927 1.09642
H 0.73717 1.52160 -0.40737
H 2.02596 1.59403 0.83202
H 1.23447 -0.92991 -0.77637
N -2.24434 -1.10548 0.04152
S -0.25985 0.33698 -0.97261
S 3.50468 -0.58594 -0.28950
*
```



[6]
Entry from OMol25: the molecule C3H7NS2 (the ωB97M-V functional and the def2-TZVPD basis).

## Properties
Energy ... -969.56444 a.u.
Relative energy (zero: lowest compared OMol25 entry of this formula, charge and spin) ... 45.7 kcal/mol
HOMO energy ... -8.279 eV
Structure (SMILES) ... CNCC(=S)S

Geometry as ORCA input:
```
! RIJCOSX wB97M-V def2-TZVPD def2/J DEFGRID3
* xyz 0 1
C 0.27827 -1.47097 -0.68012
C -0.70488 0.47899 0.09359
C 0.35460 1.68308 0.31971
H 0.41155 -2.50794 -0.49950
H 1.20788 -0.96216 -0.99001
H -0.51481 -1.22755 -1.48978
H -1.08090 -1.31345 0.89059
H -0.86161 0.78742 -0.97958
H -1.67684 0.86781 0.61496
H 1.18795 -0.03083 1.04934
N -0.30800 -0.83902 0.48767
S 1.55105 1.26111 1.31891
S 0.15575 3.27351 -0.13577
*
```



Q: The highest energy belongs to which entry?
A: C3H7NS